Record 1
This record from the OMol25 dataset describes C19H28O5 in the gas phase. The level of theory is ωB97M-V/def2-TZVPD.

Its relative energy (zero: lowest compared OMol25 entry of this formula, charge and spin) is 0.000 eV. The total energy comes out at -1117.0236 Eh. The HOMO-LUMO gap is 9.2 eV. For the lowest unoccupied orbital energy, the calculation gives 0.855 eV. The calculation puts the HOMO energy at -8.35 eV. The SMILES is CCOC(=O)C(CCCCOc1cccc(CC)c1)C(=O)OCC.

Structure (XYZ):
```
52
Properties=species:S:1:pos:R:3:lowdin_charge:R:1
C 2.00 3.65 -1.23 -0.06
C 3.34 3.07 -0.79 -0.20
H 3.61 3.45 0.20 0.13
H 4.13 3.30 -1.51 0.13
O 3.30 1.64 -0.75 0.02
C 2.76 1.08 0.34 -0.48
O 2.34 1.69 1.28 0.13
C 2.76 -0.44 0.21 -0.12
C 4.16 -0.89 -0.18 -0.46
O 4.44 -1.52 -1.16 0.14
O 5.04 -0.47 0.74 0.01
C 6.41 -0.81 0.52 -0.21
C 6.72 -2.22 1.00 -0.06
H 7.78 -2.43 0.89 0.08
H 6.45 -2.33 2.05 0.08
H 6.15 -2.95 0.42 0.08
H 6.98 -0.07 1.09 0.12
H 6.63 -0.72 -0.55 0.12
C 1.73 -0.90 -0.84 -0.14
C 0.34 -0.33 -0.61 -0.18
C -0.24 -0.67 0.76 -0.16
C -1.72 -0.30 0.85 -0.21
O -2.43 -1.12 -0.05 -0.05
C -3.78 -0.98 -0.14 -0.26
C -4.42 -1.83 -1.05 -0.01
C -5.79 -1.78 -1.21 -0.08
C -6.54 -0.88 -0.47 -0.06
C -5.93 -0.03 0.43 -0.25
C -4.55 -0.08 0.59 0.02
H -4.08 0.59 1.30 0.11
C -6.73 0.98 1.20 -0.21
C -6.82 2.30 0.43 -0.10
H -7.40 3.03 0.98 0.07
H -7.30 2.13 -0.54 0.07
H -5.83 2.70 0.25 0.07
H -7.73 0.60 1.38 0.11
H -6.26 1.17 2.17 0.11
H -7.61 -0.84 -0.60 0.11
H -6.27 -2.44 -1.91 0.10
H -3.82 -2.53 -1.61 0.11
H -1.85 0.76 0.59 0.13
H -2.08 -0.46 1.87 0.13
H 0.29 -0.13 1.54 0.11
H -0.15 -1.74 0.94 0.13
H 0.36 0.76 -0.73 0.11
H -0.33 -0.73 -1.38 0.12
H 1.70 -1.99 -0.82 0.13
H 2.10 -0.60 -1.82 0.13
H 2.52 -0.84 1.20 0.16
H 1.24 3.43 -0.49 0.07
H 2.09 4.73 -1.34 0.08
H 1.70 3.22 -2.19 0.08
```

***

Record 2
This record from the OMol25 dataset describes 3 unconnected molecules or ions with the total composition C9H17N2O11S2. The level of theory is ωB97M-V/def2-TZVPD.

Its relative energy (zero: lowest compared OMol25 entry of this formula, charge and spin) is 4.660 eV. The total energy comes out at -2086.4442 Eh. The HOMO-LUMO gap is 4.7 eV. For the lowest unoccupied orbital energy, the calculation gives 1.343 eV. The calculation puts the HOMO energy at -3.40 eV. As for the total charge: -1.

Structure (XYZ):
```
41
Properties=species:S:1:pos:R:3:lowdin_charge:R:1
C 4.37 -5.17 2.60 -0.04
C 3.78 -4.25 1.35 -0.27
O 4.27 -4.50 0.13 -0.06
N 2.72 -3.22 1.71 -0.22
C 3.30 -1.88 2.09 -0.08
N 1.72 -3.13 0.76 -0.07
C 0.42 -3.05 1.60 -0.12
C 0.26 -4.42 2.54 -0.42
O -0.29 -5.56 2.06 -0.21
O 0.67 -4.47 3.98 -0.35
H 3.63 -5.14 3.53 0.09
H 5.38 -4.65 2.92 0.08
H 4.52 -6.28 2.27 0.08
H 3.46 -1.90 3.26 0.10
H 4.32 -1.62 1.58 0.08
H 2.57 -0.97 1.87 0.10
H 1.68 -3.96 0.13 0.13
H -0.46 -3.01 0.83 0.09
H 0.49 -2.08 2.29 0.12
C -2.25 1.16 -1.22 -0.19
C -1.27 1.62 -0.14 -0.19
O -0.50 0.46 0.18 -0.19
S -0.36 -0.47 -1.16 0.68
O 0.92 -0.18 -1.77 -0.24
O -0.80 -1.81 -0.83 -0.24
O -1.52 0.26 -2.04 -0.19
H -3.10 0.62 -0.78 0.14
H -2.63 2.00 -1.81 0.09
H -1.77 2.01 0.75 0.13
H -0.58 2.38 -0.53 0.13
C -2.73 5.80 -3.64 -0.17
C -2.39 6.50 -2.33 -0.17
O -3.36 6.04 -1.40 -0.19
S -3.79 4.51 -1.78 0.71
O -3.03 3.61 -0.95 -0.25
O -5.23 4.46 -1.89 -0.22
O -3.15 4.49 -3.28 -0.19
H -3.57 6.30 -4.14 0.13
H -1.88 5.76 -4.32 0.14
H -2.41 7.58 -2.41 0.14
H -1.40 6.18 -1.97 0.13
```

***

Record 3
This record from the OMol25 dataset describes a molecular structure, C3H5NO6S. The level of theory is ωB97M-V/def2-TZVPD.

Its relative energy (zero: lowest compared OMol25 entry of this formula, charge and spin) is 0.000 eV. The total energy comes out at -1021.7057 Eh. The HOMO-LUMO gap is 9.4 eV. For the lowest unoccupied orbital energy, the calculation gives 0.173 eV. The calculation puts the HOMO energy at -9.27 eV.

Structure (XYZ):
```
16
Properties=species:S:1:pos:R:3:lowdin_charge:R:1
C -2.97 -1.65 -0.10 -0.43
C 3.74 -1.10 0.76 -0.10
C 0.95 0.88 0.02 -0.73
N -0.07 0.27 -0.64 0.14
O -1.98 -2.25 -0.24 0.20
O -4.01 -1.18 0.04 0.22
O 2.50 -0.76 -1.57 -0.48
O -2.46 1.75 0.52 -0.08
O 4.49 -0.71 1.57 0.02
O 0.82 1.58 0.98 0.02
S 2.70 0.55 -0.61 0.95
H 0.04 -0.40 -1.38 0.09
H -1.00 0.43 -0.38 0.04
H -3.04 1.35 1.18 0.04
H 2.79 -1.50 -0.95 0.00
H -2.50 2.72 0.80 0.09
```

***

Record 4
This record from the OMol25 dataset describes 2 unconnected molecules or ions with the total composition C23H23NO9S. The level of theory is ωB97M-V/def2-TZVPD.

The total energy comes out at -2020.1578 Eh. The HOMO-LUMO gap is 2.7 eV. For the lowest unoccupied orbital energy, the calculation gives 4.199 eV. The calculation puts the HOMO energy at 1.51 eV. As for the total charge: -2.

Structure (XYZ):
```
57
Properties=species:S:1:pos:R:3:lowdin_charge:R:1
C 6.18 -0.10 1.62 -0.09
C 5.10 -0.24 0.48 -0.24
C 5.41 0.50 -0.76 -0.06
C 4.45 0.46 -1.85 -0.07
C 3.22 -0.34 -1.68 -0.06
C 2.87 -1.08 -0.48 -0.16
C 1.52 -1.91 -0.46 -0.07
C 0.17 -1.04 -0.50 -0.29
S -0.18 -0.12 -2.10 0.72
C 0.21 -1.17 -3.57 -0.15
O -1.64 0.13 -2.18 -0.35
O 0.47 1.19 -2.15 -0.31
O -0.83 -2.12 -0.63 -0.03
C -1.86 -2.09 0.30 -0.36
O -2.73 -2.90 0.10 0.11
C -1.64 -1.03 1.44 -0.21
C -2.77 -0.02 1.83 -0.04
C -3.71 0.41 0.66 -0.13
C -4.68 -0.52 0.07 -0.04
C -5.57 -0.19 -1.05 -0.10
C -5.51 1.15 -1.63 -0.10
C -4.57 2.10 -1.03 -0.06
C -3.68 1.78 0.09 -0.18
C -2.75 2.92 0.62 -0.05
N -1.11 -1.85 2.57 0.18
C -1.96 -2.60 3.03 -0.30
O -2.90 -3.21 3.37 0.16
C -0.30 -0.32 0.84 -0.20
O 0.64 -0.53 1.86 -0.04
C 3.87 -1.04 0.63 0.02
H 5.98 -0.84 2.44 0.06
H 7.22 -0.23 1.19 0.06
H 6.09 0.97 1.98 0.08
H 6.36 1.08 -0.84 0.10
H 4.63 1.02 -2.79 0.09
H 2.53 -0.35 -2.55 0.06
H 1.51 -2.57 0.45 0.13
H 1.54 -2.60 -1.35 0.11
H 1.10 -1.82 -3.36 0.05
H -0.68 -1.80 -3.84 0.07
H 0.48 -0.51 -4.43 0.08
H -2.24 0.92 2.16 0.12
H -3.37 -0.34 2.73 0.13
H -4.76 -1.54 0.49 0.10
H -6.25 -0.99 -1.43 0.08
H -6.14 1.45 -2.51 0.08
H -4.56 3.13 -1.45 0.10
H -1.84 2.57 1.18 0.07
H -2.49 3.62 -0.22 0.09
H -3.34 3.55 1.36 0.08
H -0.35 0.77 0.56 0.16
H 0.59 0.30 2.40 0.09
H 3.68 -1.61 1.57 0.11
C 2.13 2.43 1.67 -1.04
O 1.64 3.07 0.70 -0.18
O 3.34 1.99 1.72 -0.19
O 1.48 2.10 2.75 -0.25
```

***

Record 5
This record from the OMol25 dataset describes a molecular structure, C13H17CeIN2. The level of theory is ωB97M-V/def2-TZVPD.

Its relative energy (zero: lowest compared OMol25 entry of this formula, charge and spin) is 6.230 eV. The total energy comes out at -1387.0729 Eh. The HOMO-LUMO gap (alpha / beta) is 4.6 / 4.7 eV. For the lowest unoccupied orbital energy (alpha / beta), the calculation gives -11.050 / -11.050 eV. The calculation puts the HOMO energy (alpha / beta) at -15.60 / -15.71 eV. As for the total charge: +2.

Structure (XYZ):
```
34
Properties=species:S:1:pos:R:3:lowdin_charge:R:1
C -1.10 3.10 -0.99 -0.25
C 2.10 1.93 1.04 -0.12
H -0.90 3.01 -2.08 0.09
H -0.27 3.80 -0.66 0.06
H -2.02 3.58 -0.63 -0.02
H 2.95 1.66 0.40 0.10
H 1.89 3.01 0.76 0.06
H 2.16 1.92 2.13 0.06
C -1.82 0.41 -2.23 -0.10
C -2.33 -0.52 -3.14 0.02
C -1.92 -1.85 -3.01 0.01
C -1.02 -2.18 -2.02 0.02
H -2.14 1.45 -2.26 0.10
H -3.03 -0.19 -3.90 0.13
H -2.29 -2.62 -3.69 0.14
H -0.73 -3.23 -1.87 0.12
N -0.92 0.09 -1.29 0.00
C -0.49 -1.21 -1.17 -0.16
C 0.51 -1.54 -0.13 -0.16
N 1.00 -0.55 0.67 0.00
C 1.92 -0.85 1.60 -0.11
C 1.90 -3.17 1.04 0.02
C 2.43 -2.12 1.79 0.01
H 2.31 -0.03 2.21 0.10
H 3.20 -2.27 2.55 0.13
C 0.93 -2.87 0.08 0.04
H 0.46 -3.67 -0.48 0.12
H 2.23 -4.18 1.17 0.13
Ce -0.06 1.80 0.42 0.84
C -0.34 1.36 2.81 -0.17
H 0.46 1.25 3.57 0.07
H -0.83 0.36 2.75 0.05
H -1.11 2.06 3.20 -0.04
I -3.11 2.24 1.35 0.71
```

***

Record 6
This record from the OMol25 dataset describes a molecular structure, C46H40IrN4OPSi. The level of theory is ωB97M-V/def2-TZVPD.

Its relative energy (zero: lowest compared OMol25 entry of this formula, charge and spin) is 4.270 eV. The total energy comes out at -2805.4396 Eh. The HOMO-LUMO gap (alpha / beta) is 5.6 / 5.5 eV. Its expectation value of S² is 0.75. For the lowest unoccupied orbital energy (alpha / beta), the calculation gives -9.477 / -9.605 eV. As for the spin multiplicity: 2. The calculation puts the HOMO energy (alpha / beta) at -15.12 / -15.11 eV. As for the total charge: +3.

Structure (XYZ):
```
94
Properties=species:S:1:pos:R:3:lowdin_charge:R:1
Ir -0.77 2.11 -1.23 0.87
C 3.04 -6.79 8.84 0.00
O 3.17 -6.86 7.41 0.00
C 2.73 -5.88 6.65 -0.24
C 2.18 -4.68 7.15 0.03
C 1.75 -3.73 6.26 0.02
C 1.86 -3.92 4.86 -0.15
C 2.42 -5.13 4.39 0.02
C 2.86 -6.09 5.25 0.05
C 1.44 -2.95 3.94 -0.17
N 1.57 -3.12 2.57 0.25
C 1.13 -2.04 2.02 -0.12
C 0.66 -1.08 3.02 -0.08
N 0.89 -1.75 4.21 0.21
C 0.13 0.13 2.75 -0.10
C -0.49 1.02 3.70 0.03
C -1.20 2.07 3.25 0.02
C -1.39 2.28 1.83 -0.08
N -0.80 1.62 0.91 -0.06
C 0.22 0.60 1.30 -0.41
C 0.06 -0.61 0.34 -0.31
N 0.76 -0.87 -2.57 -0.02
C 1.06 -2.11 -2.64 -0.15
C 0.91 -3.13 -1.60 -0.04
C 0.83 -2.97 -0.27 0.01
C 1.12 -1.73 0.54 -0.33
H 3.35 -7.77 9.19 0.11
H 2.00 -6.61 9.12 0.11
H 3.69 -6.02 9.24 0.11
H 2.10 -4.51 8.21 0.12
H 1.33 -2.81 6.67 0.12
H 2.51 -5.29 3.32 0.12
H 3.29 -7.02 4.91 0.14
H 0.66 -1.41 5.13 0.17
H -0.44 0.81 4.76 0.14
H -1.71 2.74 3.93 0.13
H -2.10 3.05 1.51 0.13
H 1.44 -2.49 -3.60 0.13
H 0.85 -4.15 -1.98 0.13
H 0.67 -3.87 0.31 0.14
C 3.26 4.51 -4.97 -0.03
C 2.06 4.86 -5.58 -0.04
C 0.87 4.35 -5.10 -0.07
C 0.88 3.48 -4.00 -0.37
C 2.08 3.14 -3.39 -0.10
C 3.27 3.66 -3.87 -0.05
P -0.67 2.85 -3.39 0.90
C -1.51 1.89 -4.65 -0.37
C -2.83 1.50 -4.43 -0.11
C -3.49 0.73 -5.37 -0.05
C -2.82 0.33 -6.53 -0.04
C -1.50 0.70 -6.74 -0.04
C -0.84 1.47 -5.80 -0.07
C -1.72 4.22 -2.85 -0.37
C -1.39 4.71 -1.57 -0.17
C -2.18 5.69 -0.97 -0.06
C -3.28 6.18 -1.65 -0.03
C -3.60 5.70 -2.91 -0.02
C -2.84 4.72 -3.51 -0.05
H 4.19 4.91 -5.34 0.12
H 2.06 5.53 -6.43 0.12
H -0.07 4.62 -5.58 0.12
H 2.09 2.47 -2.54 0.07
H 4.21 3.40 -3.40 0.12
H -3.36 1.81 -3.53 0.11
H -4.52 0.44 -5.21 0.12
H -3.34 -0.27 -7.27 0.12
H -0.99 0.39 -7.64 0.12
H 0.19 1.76 -5.97 0.11
H -0.44 4.44 -1.09 0.09
H -1.91 6.09 0.00 0.12
H -3.89 6.95 -1.20 0.13
H -4.46 6.11 -3.44 0.13
H -3.11 4.33 -4.49 0.12
C 1.55 1.38 1.18 0.02
Si -0.01 0.05 -1.41 0.64
C 2.60 -1.35 0.20 0.02
C -1.41 -1.12 0.37 -0.20
C -2.29 -0.94 1.44 -0.01
C -3.61 -1.37 1.36 -0.03
C -4.10 -1.98 0.22 -0.04
C -3.26 -2.13 -0.87 -0.03
C -1.94 -1.70 -0.79 -0.08
H 2.37 0.87 1.67 0.09
H 1.44 2.35 1.66 0.11
H 1.82 1.56 0.13 0.07
H 3.16 -2.27 0.06 0.11
H 3.09 -0.81 1.00 0.09
H 2.67 -0.76 -0.71 0.09
H -1.98 -0.45 2.35 0.10
H -4.26 -1.23 2.22 0.12
H -5.12 -2.32 0.17 0.12
H -3.62 -2.58 -1.78 0.13
H -1.32 -1.87 -1.67 0.08
```